Record 1
An isolated molecule of C4H4F2O. Source: the OMol25 dataset; level of theory: ωB97M-V with the def2-TZVPD basis set.

Last column: Mulliken charge in e.
Element x y z (Å)
F 2.91 0.35 -0.84  -0.23
C 2.37 -0.39 0.16  -0.12
C 1.08 -0.39 0.42  0.02
O 0.17 0.34 -0.31  -0.28
C -1.15 0.08 0.01  0.08
C -2.13 0.71 -0.60  -0.23
F -3.38 0.47 -0.15  -0.25
H 3.07 -1.00 0.74  0.29
H 0.60 -1.08 1.15  0.18
H -1.40 -0.50 0.89  0.23
H -2.14 1.41 -1.47  0.31

Properties
HOMO level = -0.32393 hartree
ΔE to the lowest compared entry with this formula, charge and spin = 46.0 kcal per mole
HOMO-LUMO gap = 0.35874 hartree
SMILES = F/C=C\O/C=C/F



Record 2
A structure of composition C2H8N4O. Source: the OMol25 dataset; level of theory: ωB97M-V with the def2-TZVPD basis set.

Last column: Mulliken charge in e.
Element x y z (Å)
C -1.16 -0.86 -0.83  0.14
N -1.66 -2.00 -0.28  -0.37
C 0.95 0.14 1.10  -0.11
N 0.19 0.84 1.84  -0.58
O -1.89 0.11 -1.05  -0.59
H -1.05 -2.70 0.11  0.20
H -2.65 -2.06 -0.08  0.22
H -0.20 1.63 1.32  0.29
H 1.32 -0.83 1.43  0.41
N 1.32 0.38 -0.28  -0.20
N 1.04 1.67 -0.81  -0.69
H 1.30 2.39 -0.14  0.26
H 2.28 0.10 -0.48  0.26
H 0.17 -0.50 -0.88  0.45
H 0.03 1.68 -0.99  0.30

Properties
HOMO level = -0.31074 hartree
ΔE to the lowest compared entry with this formula, charge and spin = 75.1 kcal per mole
HOMO-LUMO gap = 0.34034 hartree



Record 3
A cluster of 2 separate species, C6H8 in total. Source: the OMol25 dataset; level of theory: ωB97M-V with the def2-TZVPD basis set.

Last column: Mulliken charge in e.
Element x y z (Å)
C 2.48 -0.59 -0.15  -0.54
C 3.43 -1.28 0.15  0.21
C 1.28 0.16 -0.33  0.35
C 1.37 1.64 -0.13  -1.08
C 0.16 -0.55 -0.40  -0.70
C -2.77 -0.82 -0.06  -0.95
H 1.82 1.85 0.84  0.30
H 0.38 2.08 -0.16  0.32
H 1.99 2.11 -0.90  0.30
H 0.06 -1.61 -0.52  0.37
H -3.00 0.20 0.13  0.31
H 4.28 -1.84 0.36  0.45
H -2.79 -1.18 -1.06  0.32
H -2.61 -1.50 0.75  0.33

Properties
HOMO level (spin up / spin down) = -0.33737 / -0.32226 hartree
ΔE to the lowest compared entry with this formula, charge and spin = 138.8 kcal per mole
HOMO-LUMO gap (spin up / spin down) = 0.34706 / 0.31183 hartree



Record 4
A structure of composition C40H50KN7OSSi2. Source: the OMol25 dataset; level of theory: ωB97M-V with the def2-TZVPD basis set.

Last column: Mulliken charge in e.
Element x y z (Å)
K 0.40 0.15 0.77  0.47
C 0.39 2.69 -2.07  -1.09
N 0.01 2.42 -0.71  0.77
C -0.74 3.51 -0.08  -1.96
C -1.33 3.12 1.24  -0.60
N -1.38 1.88 1.67  1.63
C -2.18 1.95 2.80  -0.47
C -2.65 0.92 3.63  -0.14
C -3.51 1.26 4.65  -0.85
C -3.92 2.59 4.84  -0.48
C -3.47 3.62 4.03  -1.16
C -2.59 3.27 3.01  0.12
N -2.02 4.01 1.99  0.45
C 1.23 1.56 -2.58  0.49
N 2.16 0.96 -1.88  -0.52
C 2.72 0.03 -2.75  0.28
C 3.75 -0.87 -2.53  -0.42
C 4.12 -1.70 -3.57  -0.58
C 3.47 -1.64 -4.81  -0.37
C 2.44 -0.74 -5.05  -1.00
C 2.08 0.09 -4.00  0.45
N 1.15 1.10 -3.86  -0.05
H 0.96 3.63 -2.19  0.31
H -0.51 2.78 -2.69  0.29
H 0.85 2.23 -0.17  -0.15
H -1.58 3.76 -0.74  0.60
H -0.15 4.43 0.03  0.39
H -2.37 -0.11 3.44  0.25
H -3.90 0.49 5.29  0.45
H -4.61 2.82 5.65  0.36
H -3.80 4.64 4.16  0.57
H -1.95 5.07 2.00  0.40
H 4.23 -0.91 -1.55  0.51
H 4.92 -2.42 -3.42  0.39
H 3.78 -2.31 -5.60  0.36
H 1.94 -0.70 -6.01  0.39
H 0.42 1.33 -4.52  0.26
C -1.38 -4.58 1.60  -1.44
Si -1.70 -2.69 1.69  1.08
C -0.73 -2.21 3.27  -1.08
C -3.56 -2.60 2.11  0.12
C -4.22 -3.34 3.09  -0.48
C -5.59 -3.23 3.27  -0.68
C -6.33 -2.36 2.46  -0.57
C -5.68 -1.61 1.49  -0.55
C -4.29 -1.72 1.30  0.04
Si -3.26 -0.74 0.03  0.94
C -4.07 1.01 0.08  -1.09
C -3.94 -1.38 -1.65  -1.35
H -1.54 -5.07 2.57  0.40
H -0.34 -4.76 1.30  0.21
H -2.03 -5.06 0.86  0.28
H -1.34 -2.33 4.17  0.37
H -0.33 -1.19 3.29  0.19
H 0.14 -2.87 3.36  0.29
H -3.66 -4.02 3.73  0.28
H -6.10 -3.82 4.03  0.35
H -7.40 -2.27 2.60  0.37
H -6.25 -0.93 0.88  0.29
H -5.04 1.01 -0.44  0.53
H -3.43 1.75 -0.41  0.06
H -4.23 1.34 1.11  0.27
H -5.04 -1.36 -1.65  0.51
H -3.63 -2.40 -1.86  0.17
H -3.60 -0.74 -2.47  0.25
N -0.64 -1.54 -2.78  0.05
C -0.84 -2.99 -2.94  -0.92
C -0.05 -3.76 -1.89  0.01
C 1.45 -3.57 -2.02  0.50
C 2.22 -4.09 -0.81  -0.96
N 1.93 -3.26 0.36  -0.09
H -0.79 -1.29 -1.81  -0.35
H -1.36 -1.04 -3.29  0.28
H -0.49 -3.27 -3.95  0.43
H -1.90 -3.27 -2.87  0.25
H -0.30 -4.82 -1.97  0.46
H -0.38 -3.43 -0.90  -0.39
H 1.68 -2.51 -2.16  -0.72
H 1.82 -4.08 -2.92  0.36
H 3.29 -4.13 -1.05  0.43
H 1.90 -5.11 -0.59  0.40
H 2.10 -2.28 0.14  -0.18
H 2.52 -3.46 1.15  0.24
C -2.01 6.83 4.60  -1.02
C -1.13 6.88 3.38  0.53
O -1.60 6.69 2.19  -0.93
S 0.62 6.92 3.72  -0.35
C 1.13 5.20 3.51  -0.10
C 1.07 4.23 4.50  -0.24
C 1.43 2.91 4.26  -0.46
C 1.89 2.51 3.00  1.02
C 1.97 3.51 2.01  -0.41
C 1.59 4.81 2.25  -0.28
C 2.32 1.19 2.62  -0.01
C 2.65 0.12 2.11  -2.02
H -3.04 7.10 4.32  0.29
H -1.67 7.51 5.38  0.36
H -2.06 5.83 5.06  0.17
H 0.72 4.51 5.49  0.39
H 1.36 2.17 5.05  0.41
H 2.38 3.23 1.04  0.34
H 1.65 5.56 1.47  0.39

Properties
HOMO level (spin up / spin down) = -0.00627 / -0.00407 hartree
net charge = -2
ΔE to the lowest compared entry with this formula, charge and spin = 0.0 kcal per mole
HOMO-LUMO gap (spin up / spin down) = 0.13464 / 0.13149 hartree



Record 5
A structure of composition C21H31HgN3O2S3. Source: the OMol25 dataset; level of theory: ωB97M-V with the def2-TZVPD basis set.

Last column: Mulliken charge in e.
Element x y z (Å)
C -4.02 3.17 -0.43  -0.85
C -3.60 2.75 -1.96  -0.46
C -1.99 2.58 -2.22  -0.51
C -1.24 1.51 -1.20  -0.44
N 0.25 1.42 -1.44  0.23
C 1.00 0.84 -0.27  -0.80
C 1.46 -0.72 -0.43  0.04
C 2.10 -1.29 1.01  -0.42
C 1.39 -2.72 1.48  -0.79
C -0.22 -2.34 1.69  0.51
C -1.25 -2.96 0.54  -0.44
C -2.84 -2.58 0.67  0.47
N -3.89 -3.05 -0.32  -0.48
S -5.33 -2.27 0.37  0.35
N -4.79 -1.38 1.80  -0.46
C -3.30 -1.63 1.92  0.35
C -2.28 -1.04 3.09  -0.60
C -0.67 -1.42 2.97  0.29
C 0.33 -0.84 4.14  -0.38
O -0.44 -0.48 5.35  -0.29
C 0.39 -0.52 6.57  0.63
C 2.00 -0.21 6.66  -0.32
O -0.24 -0.79 7.74  -0.50
C 0.60 0.75 -2.75  -0.06
S -0.45 -0.28 -3.65  0.06
S 2.35 1.12 -3.42  -0.03
C 2.29 1.50 -5.26  -0.43
C 3.59 0.70 -5.93  -0.44
C 3.04 -0.56 -6.82  -0.88
H -4.44 4.26 -0.46  0.30
H -3.15 3.14 0.35  0.28
H -4.88 2.44 -0.08  0.18
H -3.96 3.64 -2.67  0.31
H -4.17 1.79 -2.35  0.30
H -1.87 2.22 -3.34  0.26
H -1.45 3.63 -2.17  0.28
H -1.37 1.97 -0.11  0.29
H -1.81 0.49 -1.20  0.18
H 2.01 1.47 -0.18  0.19
H 0.45 0.98 0.76  0.39
H 0.59 -1.39 -0.84  0.04
H 2.38 -0.76 -1.19  0.28
H 3.28 -1.36 0.96  0.44
H 1.81 -0.45 1.81  0.01
H 1.53 -3.49 0.59  0.34
H 1.87 -3.15 2.48  0.32
H -0.85 -3.64 -0.35  0.37
H -2.69 -0.37 3.96  0.41
H 1.06 -1.72 4.47  0.40
H 0.96 0.09 3.81  0.31
H 2.61 -0.70 5.79  0.26
H 2.41 -0.71 7.66  -0.15
H 2.22 0.95 6.79  0.31
H 2.53 2.66 -5.40  0.32
H 1.28 1.23 -5.77  0.36
H 4.22 0.22 -5.04  0.28
H 4.33 1.42 -6.49  0.34
H 2.42 -1.26 -6.09  0.20
H 2.30 -0.12 -7.64  0.28
H 3.96 -1.12 -7.31  0.32
Hg 2.17 -1.66 9.35  0.24

Properties
HOMO level = -0.47452 hartree
net charge = +2
HOMO-LUMO gap = 0.05451 hartree



no.,largest force on an atom (eV Å⁻¹)
1,1.72
2,4.29
3,1.12
4,1.19
5,9.03